[1]
Density functional theory data (wB97M-V/def2-TZVPD) for a molecular structure, C4H5F3N3NaO11.

Structure (ORCA input):
```
! RIJCOSX wB97M-V def2-TZVPD def2/J DEFGRID3
* xyz -2 1
Na -0.7519 -0.7871 -1.2899
N 1.3714 -2.1258 -0.3504
O 0.5338 -2.1867 0.5319
O 2.3094 -2.9286 -0.2589
O 1.2340 -1.2470 -1.1793
N -0.8823 -1.9057 -3.2833
O -1.5153 -2.6798 -4.0945
O -0.2161 -2.4947 -2.5041
O -1.0182 -0.7126 -3.2214
N -2.2757 -0.9480 1.0761
O -2.3053 -1.5663 2.1146
O -1.4192 -1.2259 0.2392
O -2.9956 0.0103 0.8905
C 2.4061 0.4887 2.0771
C 1.0783 0.4286 1.2428
O 0.4222 1.7311 0.9999
C -0.4145 1.8283 -0.0383
O -0.6706 0.8855 -0.8459
C -1.0155 3.2374 -0.1362
F -1.1119 3.5008 -1.4055
F -2.2409 3.1862 0.3759
F -0.2970 4.1574 0.4563
H 3.0500 1.0211 1.3770
H 2.7221 -0.5422 2.2366
H 2.2263 1.1070 2.9565
H 0.4000 -0.2527 1.7564
H 1.3764 0.0208 0.2769
*
```

Results
**Energy relative to the best compared isomer or geometry (same formula, charge and spin)**: 5.056 eV
**Kohn-Sham gap**: 5.856 eV
**Strongest force on any atom**: 11.420 eV/Å

***

[2]
Density functional theory data (wB97M-V/def2-TZVPD) for a single C4H5N3 molecule.

Structure (ORCA input):
```
! RIJCOSX wB97M-V def2-TZVPD def2/J DEFGRID3
* xyz 0 1
N -0.4340 2.1999 -0.6376
C 0.5261 1.5731 0.0409
N 0.1928 0.8116 1.0469
C 0.1907 -0.4209 1.3532
C 0.3934 -1.5203 0.3693
C -0.1764 -1.5463 -0.9610
N 1.0068 -1.1414 -0.9875
H -0.1533 2.8602 -1.3438
H -1.4300 2.1279 -0.4515
H 0.1293 -0.7005 2.4062
H 0.7367 -2.4578 0.8099
H -0.9821 -1.7854 -1.6450
*
```

Results
**Energy relative to the best compared isomer or geometry (same formula, charge and spin)**: 4.533 eV
**Kohn-Sham gap**: 8.698 eV
**Strongest force on any atom**: 0.561 eV/Å

***

[3]
Density functional theory data (wB97M-V/def2-TZVPD) for a molecular structure, C3H4AgO3.

Structure (ORCA input):
```
! RIJCOSX wB97M-V def2-TZVPD def2/J DEFGRID3
* xyz 0 2
O -0.3908 -1.0908 -0.3149
O -2.1672 0.2116 -0.2150
C -0.8040 0.0808 -0.1536
C -3.0250 -0.7960 0.0917
H -2.6685 -1.8235 0.0835
H -4.0732 -0.5084 0.0738
Ag 1.2575 1.7779 0.3233
O 2.1791 -0.2525 0.2031
C 1.6338 -1.3756 0.0240
H 1.5218 -2.0619 0.8842
H 1.7585 -1.8785 -0.9536
*
```

Results
**<S²>**: 0.75
**Energy relative to the best compared isomer or geometry (same formula, charge and spin)**: 2.518 eV
**Kohn-Sham gap (alpha / beta)**: 6.164 / 7.370 eV
**Strongest force on any atom**: 1.936 eV/Å

***

[4]
Density functional theory data (wB97M-V/def2-TZVPD) for a molecular structure, C22H24AuBrN3.

Structure (ORCA input):
```
! RIJCOSX wB97M-V def2-TZVPD def2/J DEFGRID3
* xyz -1 1
Au -0.3284 0.0524 0.8648
C -1.7487 -2.9156 0.2586
N -1.7877 -1.7329 -0.5676
C -3.1066 -1.1732 -0.6884
C -1.0685 -1.8881 -1.7905
C -1.4742 -2.8808 -2.6712
C -0.7594 -3.2106 -3.8105
C 0.4330 -2.5341 -4.0075
C 0.8281 -1.5246 -3.1556
C 0.0721 -1.0875 -2.0474
N 0.4388 -0.0573 -1.2192
C 1.2895 0.9034 -1.7033
C 1.4413 1.2147 -3.0708
C 2.3298 2.1524 -3.5527
C 3.1395 2.8780 -2.6943
C 2.9391 2.6758 -1.3392
C 2.0243 1.7573 -0.8439
N 1.7772 1.7379 0.5615
C 1.2569 2.9905 1.0560
C 2.8389 1.2097 1.3747
H -2.3976 -3.7289 -0.1115
H -2.0594 -2.6637 1.2708
H -0.7268 -3.2863 0.3043
H -3.8380 -1.8803 -1.1201
H -3.0646 -0.2916 -1.3250
H -3.4646 -0.8632 0.2932
H -2.3770 -3.4263 -2.4217
H -1.0918 -3.9931 -4.4791
H 1.0857 -2.7893 -4.8334
H 1.8108 -1.0986 -3.3392
H 0.7919 0.7458 -3.8054
H 2.3725 2.3120 -4.6234
H 3.8534 3.6048 -3.0570
H 3.4881 3.2681 -0.6165
H 2.0229 3.7827 1.1308
H 0.8219 2.8406 2.0426
H 0.4686 3.3380 0.3915
H 3.6972 1.9000 1.4664
H 3.1933 0.2772 0.9403
H 2.4616 0.9939 2.3745
Br -2.6027 0.3480 7.2321
C -1.9608 0.2647 5.4313
C -0.7898 0.9096 5.0896
C -0.3395 0.8379 3.7800
C -1.0108 0.1415 2.7648
C -2.1915 -0.4895 3.1809
C -2.6712 -0.4402 4.4812
H -0.2341 1.4622 5.8371
H 0.5872 1.3460 3.5529
H -2.7808 -1.0433 2.4627
H -3.5889 -0.9462 4.7522
*
```

Results
**Kohn-Sham gap**: 6.404 eV
**Strongest force on any atom**: 0.666 eV/Å

***

[5]
Density functional theory data (wB97M-V/def2-TZVPD) for 7 unconnected molecules or ions with the total composition C38H112Cl2N18O6P6.

Structure (ORCA input):
```
! RIJCOSX wB97M-V def2-TZVPD def2/J DEFGRID3
* xyz 0 1
C -2.1727 1.4174 2.3169
N -3.5123 1.3999 2.9191
C -3.4954 0.7360 4.2437
P -4.3739 2.8187 2.7632
O -3.7375 3.9864 3.3966
N -4.5397 2.9820 1.1281
C -4.4695 4.3296 0.5552
C -5.2084 1.9502 0.3365
N -5.8510 2.4551 3.4317
C -6.4897 1.1424 3.3488
C -6.7083 3.5232 3.9224
H -1.9331 0.3546 2.1767
H -1.4440 1.6883 3.0859
H -2.0755 2.0259 1.4249
H -3.5977 1.4885 5.0266
H -2.5277 0.2418 4.3268
H -4.2667 -0.0240 4.3181
H -5.0780 5.0522 1.1064
H -3.4433 4.6927 0.5133
H -4.8893 4.2959 -0.4502
H -5.0311 2.1204 -0.7221
H -4.8698 0.9652 0.6516
H -6.2876 2.0416 0.5247
H -7.0913 1.0134 2.4427
H -5.7530 0.3514 3.2772
H -7.0390 1.0279 4.2831
H -7.7590 3.2730 3.7877
H -6.5132 4.4374 3.3571
H -6.5017 3.7529 4.9710
C 1.6576 2.3096 3.1208
N 0.7706 3.3203 2.5718
C -0.1859 3.8893 3.5260
P 0.9396 4.1267 1.1467
O -0.2873 4.2860 0.3627
N 1.5838 5.5905 1.5751
C 1.2925 6.7789 0.8067
C 2.7520 5.7437 2.4341
N 2.0754 3.2351 0.3086
C 3.4487 2.9998 0.7026
C 1.8110 2.8592 -1.0655
H 1.1379 1.7759 3.9115
H 2.6007 2.7446 3.4697
H 1.8907 1.6003 2.3243
H -1.0202 4.3216 2.9826
H 0.2989 4.5801 4.2309
H -0.4984 3.0692 4.1741
H 2.1974 7.2291 0.3881
H 0.5491 6.5817 0.0383
H 0.8254 7.5161 1.4753
H 3.6186 5.9904 1.8176
H 2.5293 6.5585 3.1322
H 2.9007 4.8692 3.0614
H 4.1059 3.4552 -0.0485
H 3.6724 3.3673 1.6974
H 3.6746 1.9268 0.6949
H 0.7643 2.9725 -1.3348
H 2.0594 1.8007 -1.2255
H 2.4216 3.4434 -1.7668
C -0.0391 -2.0321 -6.7537
N -0.5170 -0.6931 -7.0613
C -1.6485 -0.6156 -7.9663
P 0.2407 0.6468 -6.4467
O 1.5980 0.3775 -5.9711
N 0.1869 1.7418 -7.7019
C -0.2247 3.1142 -7.4896
C 1.1548 1.5856 -8.7800
N -0.7629 1.2198 -5.2617
C -0.2112 2.1330 -4.2657
C -2.2039 1.1093 -5.3040
H 0.8288 -2.3105 -7.3544
H -0.8501 -2.7487 -6.8869
H 0.2359 -2.0824 -5.6976
H -1.4001 -1.0854 -8.9245
H -1.8651 0.4246 -8.1932
H -2.5253 -1.0887 -7.5169
H -0.5648 3.5814 -8.4148
H -1.0356 3.1585 -6.7635
H 0.5924 3.7108 -7.0584
H 2.0352 2.2160 -8.6218
H 1.4715 0.5449 -8.8089
H 0.6652 1.8784 -9.7117
H -0.2896 1.6954 -3.2672
H 0.8620 2.2417 -4.4330
H -0.6783 3.1167 -4.3576
H -2.6564 1.7466 -4.5435
H -2.5724 0.0877 -5.2201
H -2.6120 1.5441 -6.2308
C 0.6474 -3.4374 3.8506
N 1.3594 -2.3084 3.2584
C 1.0253 -1.0080 3.8078
P 2.6070 -2.4062 2.2000
O 2.7891 -1.1410 1.4551
N 3.9906 -2.8206 2.9835
C 5.1305 -1.9361 2.9941
C 4.1400 -4.0571 3.7341
N 2.2472 -3.7067 1.2671
C 0.8838 -3.8280 0.7280
C 3.3238 -4.1784 0.3968
H -0.4111 -3.1386 3.8436
H 0.9456 -3.6751 4.8701
H 0.5960 -4.2410 3.1198
H 0.4620 -0.4581 3.0351
H 1.8745 -0.4044 4.1178
H 0.2516 -1.0695 4.5738
H 5.8925 -2.1488 2.2304
H 4.8196 -0.9058 2.8243
H 5.6518 -1.9822 3.9549
H 4.0966 -3.8511 4.8074
H 3.3095 -4.7158 3.4738
H 5.0718 -4.5611 3.4742
H 0.3905 -4.7106 1.1437
H 0.3493 -2.8962 0.9055
H 0.8893 -4.0036 -0.3492
H 4.0176 -4.8346 0.9217
H 3.9350 -3.3203 0.0738
H 2.9311 -4.5704 -0.5356
C 6.4872 2.1870 -2.1246
N 7.2368 0.9464 -2.2562
C 8.6892 1.1131 -2.3075
P 6.5566 -0.2768 -3.1428
O 6.4843 -0.0797 -4.5961
N 7.5097 -1.5886 -2.7737
C 8.3789 -2.1321 -3.8137
C 7.6321 -2.0862 -1.4215
N 5.0664 -0.4472 -2.4465
C 4.8409 -0.3520 -1.0121
C 4.0600 -1.2093 -3.1798
H 6.6343 2.6572 -1.1489
H 5.4411 2.0042 -2.3620
H 6.8197 2.9299 -2.8647
H 9.1123 0.7074 -3.2262
H 9.1213 0.5815 -1.4523
H 8.9571 2.1594 -2.1847
H 7.8141 -2.3295 -4.7264
H 9.2251 -1.4906 -4.0656
H 8.6958 -3.1332 -3.5146
H 8.2221 -3.0012 -1.3872
H 7.9556 -1.3239 -0.7088
H 6.6581 -2.4641 -1.0790
H 3.7864 -0.1009 -0.8533
H 4.9940 -1.2802 -0.4608
H 5.3912 0.4739 -0.5722
H 3.8816 -0.7989 -4.1729
H 3.1452 -1.2182 -2.5929
H 4.3888 -2.2443 -3.3527
C -6.5397 -2.6287 4.6264
N -6.5782 -3.9370 4.0035
C -7.7121 -4.7645 4.3447
P -5.5206 -4.4384 2.8165
O -5.3120 -5.8953 2.7997
N -6.1405 -3.8968 1.3834
C -6.5041 -2.5066 1.2060
C -6.7802 -4.8390 0.4626
N -4.1891 -3.4892 3.1124
C -3.3159 -3.9445 4.1729
C -3.4501 -2.8571 2.0284
H -7.3488 -1.9770 4.2802
H -5.5785 -2.1814 4.3818
H -6.5555 -2.6906 5.7198
H -7.4908 -5.8291 4.3807
H -8.5562 -4.6447 3.6439
H -8.1281 -4.4374 5.2998
H -7.5687 -2.3215 1.3836
H -5.8951 -1.8630 1.8448
H -6.2427 -2.1530 0.2015
H -7.6815 -5.2766 0.8943
H -7.0399 -4.3201 -0.4599
H -6.0422 -5.5938 0.1987
H -2.7929 -3.1193 4.6656
H -3.8368 -4.5347 4.9264
H -2.5506 -4.6036 3.7393
H -2.4573 -3.2985 1.8849
H -3.3398 -1.7722 2.1520
H -4.0015 -3.0134 1.1035
Cl -2.1059 0.0525 -1.2188
C -0.6702 -0.4230 -0.2423
C 0.4954 -0.7667 -1.1418
Cl 0.0522 -1.8966 -2.4494
H -0.9741 -1.1780 0.4761
H -0.4128 0.5044 0.2688
H 1.3501 -1.1999 -0.6200
H 0.8708 0.1463 -1.6001
*
```

Results
**SMILES string**: CN(C)P(=O)(N(C)C)N(C)C.CN(C)P(=O)(N(C)C)N(C)C.CN(C)P(=O)(N(C)C)N(C)C.CN(C)P(=O)(N(C)C)N(C)C.CN(C)P(=O)(N(C)C)N(C)C.CN(C)P(=O)(N(C)C)N(C)C.ClCCCl
**Energy relative to the best compared isomer or geometry (same formula, charge and spin)**: 0.000 eV
**Kohn-Sham gap**: 8.656 eV
**Strongest force on any atom**: 1.752 eV/Å

***

[6]
Density functional theory data (wB97M-V/def2-TZVPD) for 2 unconnected molecules or ions with the total composition C5H12NO.

Structure (ORCA input):
```
! RIJCOSX wB97M-V def2-TZVPD def2/J DEFGRID3
* xyz -1 1
C -1.0294 2.1746 -0.4784
O -1.8610 1.2199 -0.9069
C -1.3697 2.7308 0.9251
H -0.9158 3.0789 -1.1475
H 0.0639 1.8673 -0.4152
H -0.6189 3.4725 1.2336
H -1.3058 1.9100 1.6453
H -2.3670 3.1757 0.9276
C -0.8231 -1.4047 -0.1269
C 0.5292 -1.8273 -0.5987
C 1.5414 -2.2063 0.1776
N 2.8938 -2.2665 -0.2039
H -1.0510 -1.8120 0.8602
H -0.8781 -0.2956 -0.1052
H -1.6025 -1.6568 -0.8442
H 0.7789 -1.7129 -1.6529
H 1.3438 -2.5148 1.2012
H 3.5464 -2.1701 0.5498
H 3.1251 -1.7627 -1.0405
*
```

Results
**Energy relative to the best compared isomer or geometry (same formula, charge and spin)**: 1.184 eV
**Kohn-Sham gap**: 6.039 eV
**Strongest force on any atom**: 0.951 eV/Å

***

[7]
Density functional theory data (wB97M-V/def2-TZVPD) for 2 unconnected molecules or ions with the total composition C2H4N2S3.

Structure (ORCA input):
```
! RIJCOSX wB97M-V def2-TZVPD def2/J DEFGRID3
* xyz 0 3
C -1.0994 0.5491 0.2789
C -0.1686 0.8771 -0.6720
N -1.4718 -0.7078 0.5456
N 0.4807 1.4802 -1.4708
S -1.1402 -2.0477 -0.2819
S 2.5538 -0.9431 0.5278
S 1.2775 2.2116 -2.6120
H -1.5077 1.4318 0.9473
H -1.9741 -0.8107 1.3395
H 1.3410 -0.8163 -0.1773
H 1.7087 -1.2242 1.5750
*
```

Results
**<S²>**: 2.02
**Energy relative to the best compared isomer or geometry (same formula, charge and spin)**: 1.166 eV
**Kohn-Sham gap (alpha / beta)**: 7.397 / 6.335 eV
**Strongest force on any atom**: 5.184 eV/Å

***

Q: Which value of strongest force on any atom does entry 2 give?
A: 0.561 eV/Å